No. 1
A single C5H11N molecule, computed with the ωB97M-V functional and the def2-TZVPD basis.

XYZ file:
```
17
Properties=species:S:1:pos:R:3:nbo_charge:R:1
C 1.58926 0.92462 -1.69075 -0.6057
C 0.48728 1.10174 -0.65972 -0.2162
N 0.10025 -0.19953 -0.13647 -0.4166
C -1.23053 -0.70445 -0.41302 -0.2564
C -0.84745 -0.25964 0.95269 -0.0772
C -0.50274 -1.23180 2.05269 -0.6114
H 1.92875 1.88581 -2.08886 0.2052
H 2.43603 0.41929 -1.22133 0.2124
H 1.25418 0.30267 -2.52547 0.2058
H 0.86146 1.69379 0.18177 0.1881
H -0.36327 1.65577 -1.08997 0.1654
H -1.91529 -0.06538 -0.97546 0.1874
H -1.29883 -1.76526 -0.64756 0.1974
H -1.29142 0.68716 1.27652 0.1855
H -1.39239 -1.56717 2.59462 0.2080
H 0.18683 -0.77526 2.77160 0.2102
H -0.00213 -2.10234 1.61871 0.2179
```

* net charge: 0
* relative energy (zero: lowest compared OMol25 entry of this formula, charge and spin): 111.5 kJ/mol
* HOMO: -9.01 eV
* gap between HOMO and LUMO: 10.265 eV
* max |F|: 0.28 eV Å⁻¹
* E_tot: -251.8201 Ha
* structure (SMILES): CCN1C[C@H]1C



No. 2
A molecular structure, C10H15AuNO2S, computed with the ωB97M-V functional and the def2-TZVPD basis.

XYZ file:
```
30
Properties=species:S:1:pos:R:3:nbo_charge:R:1
Au -0.57600 -1.23730 1.78597 0.7200
C -0.21910 3.19577 2.35142 -0.7901
S 0.33289 1.58698 1.73407 1.2442
O -0.28627 0.60236 2.72815 -0.9938
C -0.78978 1.43238 0.32294 -0.2850
C -2.13223 1.21671 0.60003 -0.1685
C -3.00821 0.96022 -0.43892 -0.2079
C -2.53675 0.92361 -1.74300 -0.1700
C -1.19378 1.14298 -2.01181 -0.1999
C -0.30734 1.39568 -0.97470 -0.2172
H -1.29853 3.19965 2.43374 0.2502
H 0.12484 3.95650 1.65778 0.2551
H 0.23282 3.34118 3.32728 0.2602
H -2.48203 1.24375 1.62177 0.2333
H -4.05358 0.79541 -0.22822 0.2370
H -3.22143 0.72275 -2.55345 0.2351
H -0.83468 1.11735 -3.03028 0.2326
H 0.74056 1.56855 -1.17265 0.2287
C 2.44793 -2.28672 -1.73597 -0.4166
N 1.64953 -2.35319 -0.52742 -0.3818
C 2.22047 -1.81756 0.68556 -0.4320
C 0.41008 -2.80185 -0.55767 0.5621
O -0.43171 -2.76091 0.35545 -0.6951
H 3.46999 -2.01306 -1.48420 0.2296
H 2.04392 -1.53275 -2.41324 0.2125
H 2.46207 -3.25290 -2.23677 0.2288
H 3.29719 -1.96219 0.67699 0.2319
H 1.80799 -2.35158 1.54041 0.2306
H 2.00812 -0.74872 0.78611 0.2018
H 0.12299 -3.28311 -1.49937 0.1642
```

* net charge: +1
* HOMO: -12.79 eV
* gap between HOMO and LUMO: 9.938 eV
* max |F|: 1.29 eV Å⁻¹
* E_tot: -1128.8954 Ha



No. 3
2 unconnected molecules or ions with the total composition C3H8NO3, computed with the ωB97M-V functional and the def2-TZVPD basis.

XYZ file:
```
15
Properties=species:S:1:pos:R:3:nbo_charge:R:1
O 1.62834 1.30100 2.09968 -0.7676
C 1.45281 1.23603 0.87686 0.7511
O 2.23287 1.58014 -0.04657 -0.8088
C 0.07283 0.57456 0.25676 -0.1830
C -0.49928 -0.31451 1.35749 -0.6480
N 0.45427 -0.20611 -0.91096 -0.8647
H -0.55193 1.42399 0.00411 0.1876
H -0.80222 -1.35644 1.16519 0.1888
H 0.30091 -0.50345 2.07748 0.2362
H -1.30083 0.09289 1.97428 0.2026
H 0.85974 0.40295 -1.60541 0.3848
H 1.13448 -0.88538 -0.60287 0.3588
H -1.65765 -1.60855 -2.81659 0.4486
H -1.27764 -0.73020 -1.65265 0.5011
O -2.04670 -1.00693 -2.17678 -0.9876
```

* net charge: -1
* relative energy (zero: lowest compared OMol25 entry of this formula, charge and spin): 80.3 kJ/mol
* HOMO: -3.93 eV
* gap between HOMO and LUMO: 7.840 eV
* max |F|: 2.48 eV Å⁻¹
* E_tot: -399.6473 Ha



No. 4
2 unconnected molecules or ions with the total composition C23H41Br2FNOPSi, computed with the ωB97M-V functional and the def2-TZVPD basis.

XYZ file:
```
71
Properties=species:S:1:pos:R:3:lowdin_charge:R:1
C 3.07659 -0.04678 2.94301 -0.0897
C 2.65360 -1.02184 1.85038 -0.4974
F 2.26033 -2.24133 2.43255 -0.0836
P 4.01505 -1.34984 0.59643 1.0455
C 3.16610 -0.95795 -1.00053 -0.3564
C 3.88406 0.14741 -1.78738 -0.2777
C 3.62905 1.56029 -1.26058 -0.2119
C 2.16310 2.03403 -1.35030 -0.2024
C 1.51642 2.31825 0.00861 -0.2127
C -0.01183 2.36756 -0.04264 -0.1943
C -0.65219 0.97026 -0.19235 -0.2656
C -1.41525 0.49304 1.04663 -0.2566
Si -2.24492 -1.17319 0.78120 0.5700
C -2.85994 -1.89270 2.39437 -0.1693
C -1.00858 -2.38716 0.05562 -0.1603
C -3.63261 -0.97156 -0.47232 -0.2401
C -4.26502 -2.09173 -1.02404 -0.0991
C -5.27943 -1.96209 -1.96305 -0.0898
C -5.68175 -0.69787 -2.37427 -0.0903
C -5.07442 0.42793 -1.83732 -0.0992
C -4.06249 0.28864 -0.89648 -0.1046
C 3.92703 -3.19098 0.53555 -0.3572
C 4.56430 -3.92907 1.73236 -0.1671
C 5.51429 -3.08263 2.55128 -0.5929
N 6.77973 -2.92665 1.99715 0.1391
O 5.22982 -2.60497 3.62444 0.0600
H 3.99118 0.47852 2.67935 0.0591
H 3.24930 -0.61344 3.85694 0.0782
H 2.29528 0.68886 3.13541 0.0669
H 1.76934 -0.65180 1.33090 0.0752
H 2.13193 -0.67827 -0.80144 0.0527
H 3.12046 -1.87292 -1.59486 0.0785
H 3.57320 0.09612 -2.83392 0.1078
H 4.95804 -0.04620 -1.75190 0.0913
H 3.96965 1.62836 -0.22280 0.0986
H 4.26067 2.24383 -1.83008 0.1044
H 1.55300 1.31626 -1.90314 0.1067
H 2.13613 2.96386 -1.92147 0.1093
H 1.91292 3.25711 0.39893 0.1151
H 1.80645 1.52759 0.70522 0.0853
H -0.32808 2.99867 -0.87572 0.1092
H -0.37470 2.81623 0.88314 0.1048
H -1.28903 0.93863 -1.07857 0.1007
H 0.14174 0.24576 -0.38307 0.0667
H -0.69030 0.35589 1.85933 0.0790
H -2.12165 1.25114 1.39223 0.0798
H -3.70509 -1.35628 2.82214 0.0310
H -3.13268 -2.94041 2.25748 0.0302
H -2.03643 -1.87450 3.11284 0.0311
H -1.52659 -3.32274 -0.16656 0.0281
H -0.20997 -2.61939 0.76045 0.0247
H -0.58972 -2.00484 -0.87586 0.0315
H -3.95529 -3.08115 -0.70779 0.0956
H -5.75310 -2.84086 -2.37975 0.0994
H -6.46693 -0.58330 -3.10919 0.0996
H -5.38459 1.41510 -2.15306 0.0650
H -3.59692 1.17666 -0.48518 0.0806
H 4.45306 -3.44649 -0.38752 0.0745
H 2.88999 -3.49965 0.41086 0.0811
H 5.14055 -4.77500 1.35258 0.1112
H 3.78929 -4.31186 2.38862 0.1117
H 6.78665 -2.99362 0.98844 0.0838
H 7.20844 -2.06046 2.29720 0.1021
Br -3.95783 4.95575 -3.21134 0.6018
C -5.80806 5.27330 -2.70790 -0.7032
C -5.96335 5.47470 -1.22394 -0.6958
Br -5.76232 3.80754 -0.24748 0.6372
H -6.37474 4.41878 -3.06283 0.0480
H -6.11705 6.16616 -3.24610 0.0574
H -6.96145 5.84011 -0.99435 0.0579
H -5.22240 6.15917 -0.82455 0.0496
```

* net charge: 0
* HOMO: -8.72 eV
* gap between HOMO and LUMO: 9.280 eV
* max |F|: 0.60 eV Å⁻¹
* E_tot: -6909.7677 Ha
* structure (SMILES): C[C@H](F)P(CCCCCCCC[Si](C)(C)c1ccccc1)CCC(N)=O.BrCCBr